# 1
Here is a molecular structure, C24H22F4N7Ti from the OMol25 dataset. Energies are from ωB97M-V/def2-TZVPD.

Atoms and positions in Å:
Ti -0.39014 -0.20393 0.26933
C 0.08557 -3.04465 0.53631
N -1.15685 -2.23318 0.48083
C -1.97580 -2.60009 -0.69415
C -1.92417 -2.42744 1.75209
C -2.34827 -1.06697 2.27249
N -1.20590 -0.18352 2.01340
C -0.62499 0.56807 3.03792
C 0.66863 1.00097 2.78198
F 1.15777 0.60130 1.53452
C 1.44140 1.75474 3.63022
F 2.66982 2.10115 3.27109
C 0.90335 2.12943 4.84840
C -0.38932 1.73428 5.13690
F -0.94437 2.08922 6.28479
C -1.15797 0.97987 4.25564
F -2.41679 0.68199 4.58980
H -0.14238 -4.10249 0.68726
H 0.69697 -2.71075 1.37858
H 0.64484 -2.92904 -0.38733
H -2.19513 -3.67034 -0.69595
H -1.44344 -2.34144 -1.61050
H -2.91887 -2.05331 -0.66598
H -1.26275 -2.89853 2.47752
H -2.77067 -3.09594 1.58897
H -2.59878 -1.12406 3.32827
H -3.23671 -0.70260 1.74718
H 1.47317 2.71838 5.55315
N 2.08211 -3.11661 -3.64026
C 1.01141 -2.64037 -3.01315
N 0.98171 -1.56508 -2.27656
C 2.14600 -0.82175 -2.17888
N 2.15621 0.36760 -1.65750
N 0.90493 0.78380 -1.24947
C 0.65376 2.02264 -1.42442
C -0.67721 2.48669 -1.00628
C -1.09310 3.79129 -1.16023
C -2.38205 4.13361 -0.76511
C -3.19871 3.15775 -0.21409
C -2.68968 1.87798 -0.04843
N -1.45826 1.53998 -0.43609
C 3.39304 -1.35278 -2.71740
C 4.63085 -0.72505 -2.53479
C 5.76183 -1.25962 -3.10731
C 5.67873 -2.42235 -3.88089
C 4.46979 -3.05497 -4.07661
C 3.33293 -2.51267 -3.48552
H 2.00021 -3.94232 -4.21495
H 0.10102 -3.21799 -3.13771
H 1.37804 2.71031 -1.85019
H -0.42024 4.51627 -1.59769
H -2.74454 5.14579 -0.88184
H -4.20766 3.38109 0.10013
H -3.28244 1.10187 0.41763
H 4.67318 0.18057 -1.94696
H 6.71832 -0.77679 -2.96584
H 6.57086 -2.83243 -4.33378
H 4.40397 -3.95443 -4.67527

Calculated values
* HOMO level (alpha / beta): -13.9 / -13.9 eV
* frontier orbital gap (alpha / beta): 7.0 / 7.1 eV
* charge: +2
* spin multiplicity: 2
* expectation value of S²: 0.7581

# 2
Here is a molecular structure, C24H28N6O6Yb from the OMol25 dataset. Energies are from ωB97M-V/def2-TZVPD.

Atoms and positions in Å:
Yb 0.08791 -0.24022 -0.47466
O 1.32664 1.70090 2.16935
C 2.68799 1.31821 2.04899
C 2.85101 -0.17564 1.85722
N 2.41448 -0.69326 0.54969
C 2.14656 -2.13288 0.68610
C 0.88723 -2.35188 1.53303
O 0.80329 -3.28589 2.30948
O -0.02008 -1.45426 1.31982
C 3.42214 -0.44254 -0.48135
C 2.87614 -0.58996 -1.91162
O 3.66116 -0.72843 -2.83026
O 1.59351 -0.50974 -2.00040
H 1.04056 1.97394 1.28603
H 3.18930 1.59321 2.98092
H 3.17436 1.88485 1.24831
H 2.27369 -0.67624 2.63638
H 3.90718 -0.44764 2.01613
H 2.99645 -2.66748 1.12779
H 1.96621 -2.54720 -0.31218
H 4.30147 -1.08680 -0.35373
H 3.76363 0.59129 -0.38993
C -2.03509 1.66651 -2.55899
N -1.55904 0.35311 -2.16670
C -1.73844 -0.61729 -2.99641
C -1.36828 -1.94721 -2.66364
C -1.47023 -3.12574 -3.40258
C -0.97837 -4.13472 -2.56775
C -0.60443 -3.50921 -1.37497
N -0.83545 -2.18586 -1.42194
C -3.50600 1.88019 -2.26946
C -4.18237 2.92862 -2.88651
C -5.51522 3.18168 -2.60091
C -6.19730 2.38061 -1.69579
C -5.53482 1.32479 -1.08679
C -4.19966 1.07457 -1.37194
H -1.84903 1.85939 -3.62300
H -1.45400 2.41252 -2.01128
H -2.18034 -0.44046 -3.98227
H -1.85136 -3.22557 -4.40667
H -0.90126 -5.18792 -2.78573
H -0.19482 -3.96558 -0.48420
H -3.65474 3.55501 -3.59713
H -6.02325 4.00252 -3.09157
H -7.23941 2.57211 -1.47372
H -6.06067 0.68559 -0.38813
H -3.68579 0.24788 -0.89860
C -2.58178 2.59870 2.31691
C -3.12759 1.21087 2.62879
C -2.00006 0.32587 2.14530
O -1.54579 0.96455 0.92147
C -1.83675 2.38478 1.00348
H -1.88719 2.91339 3.09740
H -3.35778 3.35755 2.22248
H -4.03580 1.01285 2.05541
H -3.34693 1.06484 3.68599
H -2.28318 -0.69149 1.89176
H -1.16333 0.28607 2.84469
H -2.44973 2.64143 0.14083
H -0.90487 2.94134 0.95213
N 0.70908 2.01929 -0.64460
C 1.13517 3.04426 -1.02674
N 1.54771 4.22473 -1.26604
C 1.99627 4.57464 -2.46270
N 2.39186 4.98661 -3.46816

Calculated values
* HOMO level: -5.3 eV
* frontier orbital gap: 7.7 eV
* charge: -1
* spin multiplicity: 2
* expectation value of S²: 0.7508

# 3
Here is a molecular structure, C60H140ClHfI3O34 at a distorted geometry from the OMol25 dataset. Energies are from ωB97M-V/def2-TZVPD.

Atoms and positions in Å:
Hf 26.04492 15.54276 13.18384
I 27.10641 14.82436 15.55004
I 27.44665 17.95139 13.47038
I 24.77980 13.31204 12.43911
Cl 23.44263 15.68555 15.38724
O 22.12527 15.83232 14.81028
O 23.70912 16.62039 16.39489
O 23.72632 14.35930 15.68332
O 24.29832 16.08758 14.18971
C 28.29562 18.65572 19.61740
O 27.49694 18.01358 18.63044
C 28.03436 18.23801 17.32086
C 29.23990 17.35402 17.01084
O 30.53079 18.01304 17.31627
C 30.81702 19.03494 16.34648
C 32.17445 19.57275 16.80222
O 32.18704 20.36864 17.97604
C 32.08204 19.68201 19.21212
H 27.89366 18.39176 20.56244
H 28.29337 19.75265 19.43800
H 29.31156 18.33293 19.52605
H 28.27742 19.25190 17.08587
H 27.20296 17.91300 16.59242
H 29.26311 17.08978 15.95853
H 29.12177 16.49801 17.67728
H 30.09726 19.85782 16.42223
H 30.85324 18.69990 15.31100
H 32.61461 20.14254 15.95273
H 32.82434 18.73988 17.00140
H 31.16322 19.20687 19.30367
H 32.26781 20.43051 20.00695
H 32.81780 18.88523 19.36631
C 18.02390 9.22246 10.46627
O 17.97971 10.49839 11.01939
C 18.94380 10.82566 12.02154
C 20.19786 11.29677 11.46228
O 21.00425 10.23132 10.87818
C 22.29619 10.69055 10.50518
C 22.24695 11.39641 9.15480
O 21.43584 12.55514 9.09516
C 21.88606 13.73494 9.66303
H 17.33487 8.45674 10.97942
H 19.08230 8.81114 10.44852
H 17.60154 9.21612 9.48049
H 19.23434 9.94703 12.54532
H 18.50198 11.58386 12.67955
H 20.82783 11.69064 12.25769
H 20.08437 12.20173 10.87052
H 22.86376 9.79242 10.46397
H 22.66447 11.35650 11.30584
H 21.87035 10.71000 8.35943
H 23.23699 11.76966 8.90793
H 21.14406 14.48058 9.36436
H 22.87546 13.90549 9.16522
H 21.97028 13.78700 10.73808
C 23.13496 21.05948 8.49648
O 23.86897 20.59125 9.64777
C 24.45317 21.74806 10.32965
C 25.52909 21.06577 11.23189
O 24.80662 20.10247 11.99154
C 24.14505 20.54532 13.22028
C 25.03361 21.28737 14.23768
O 25.10244 22.70016 13.99381
C 25.84094 23.36848 14.95668
H 23.83719 21.56513 7.81218
H 22.34417 21.82474 8.83852
H 22.65425 20.22609 7.98990
H 23.69806 22.27622 10.88361
H 24.86774 22.39818 9.58169
H 25.98937 21.85176 11.83924
H 26.21471 20.58775 10.57850
H 23.93374 19.54839 13.58270
H 23.19411 21.09186 13.05806
H 26.08134 20.84259 14.27681
H 24.69027 21.15558 15.31074
H 26.76050 22.80857 15.15110
H 25.19410 23.54886 15.82890
H 26.09789 24.35830 14.60252
C 20.75426 12.88435 15.37225
O 21.32938 11.69138 15.96704
C 20.85757 10.45114 15.44761
C 21.80932 9.35806 15.76155
O 23.10172 9.38322 15.11668
C 24.09863 10.29400 15.54812
C 24.59069 10.07706 16.95159
O 24.64728 8.78616 17.39631
C 25.63782 8.03610 16.69400
H 19.66964 12.73880 15.13863
H 21.15844 13.26038 14.41449
H 20.93449 13.71266 16.04074
H 20.81986 10.62438 14.34868
H 19.84770 10.19725 15.85658
H 21.37305 8.39458 15.62044
H 21.84436 9.34337 16.83832
H 23.73359 11.32855 15.38598
H 24.90303 10.06140 14.81605
H 23.90441 10.63210 17.66434
H 25.48886 10.66742 17.08422
H 25.52674 8.06481 15.64338
H 25.62055 6.97582 16.98803
H 26.65815 8.36316 16.95222
C 17.06495 15.53582 16.31385
O 16.30103 15.90513 15.19382
C 15.25458 15.10713 14.71768
C 13.97698 15.05192 15.51680
O 14.01057 14.06981 16.49287
C 12.91642 14.12444 17.41025
C 13.30377 14.91113 18.64427
O 14.10781 14.04461 19.43241
C 13.34634 13.11917 20.13265
H 17.45356 16.49804 16.64954
H 17.80813 14.77636 16.09564
H 16.45702 15.19057 17.15023
H 15.66427 14.06525 14.77254
H 14.98076 15.33218 13.64903
H 13.17803 14.86888 14.80173
H 13.83350 16.06693 15.94374
H 12.75164 13.05244 17.75072
H 11.99197 14.46501 16.97588
H 12.44484 15.23301 19.28404
H 13.94272 15.79191 18.42883
H 12.84038 13.64588 20.91305
H 14.00091 12.44121 20.64311
H 12.59356 12.58245 19.54762
C 25.26822 16.95091 20.99558
O 26.56136 16.61137 21.44471
C 27.14133 15.41398 20.99525
C 28.22240 14.96478 21.99185
O 29.50431 15.59196 21.88552
C 29.98906 15.65333 20.55614
C 31.46298 16.09999 20.54434
O 32.24756 15.21778 21.30461
C 32.33390 13.97306 20.75295
H 24.52656 16.23479 21.16350
H 25.39179 17.05568 19.93411
H 25.07310 17.93587 21.37068
H 27.55489 15.48543 19.99419
H 26.36169 14.59941 20.99637
H 28.33308 13.84446 21.84824
H 27.90613 15.21217 23.01630
H 29.40184 16.39164 20.08332
H 29.97387 14.69947 19.97874
H 31.57712 17.11432 20.88559
H 31.79148 16.02278 19.43354
H 32.38383 14.09623 19.66945
H 31.45089 13.39317 20.92350
H 33.19086 13.41463 21.22114
C 19.39447 20.74685 16.78753
O 20.16037 21.27302 17.91445
C 20.13692 20.40456 19.01593
C 21.07545 21.00081 20.08478
O 22.45120 20.63473 19.94767
C 23.05214 21.22154 18.72083
C 24.46892 20.66048 18.70785
O 24.87562 20.39428 17.35157
C 24.42296 19.17980 16.85761
H 18.98048 19.80878 16.98323
H 20.16515 20.61882 15.93884
H 18.54484 21.40828 16.43919
H 20.48399 19.42241 18.73967
H 19.11296 20.31026 19.39406
H 20.74460 20.75756 21.08280
H 20.95072 22.09010 19.84925
H 23.07385 22.31370 18.87968
H 22.50321 20.88849 17.88850
H 24.55441 19.72610 19.31539
H 25.12920 21.39853 19.12469
H 23.37310 18.98390 17.06826
H 25.02183 18.28901 17.27439
H 24.53371 18.99863 15.79360
C 28.32115 12.61452 13.09812
O 28.00186 13.92326 12.67292
C 28.93636 14.48584 11.71085
C 28.09898 14.91040 10.49597
O 27.01239 15.70994 10.97670
C 26.28714 16.24344 9.85600
C 25.25725 17.28041 10.46749
O 24.62882 16.71492 11.63471
C 23.18031 16.63019 11.44519
H 28.76102 12.00776 12.30761
H 27.49848 12.04538 13.48752
H 29.08753 12.59216 13.92468
H 29.66605 13.80234 11.37061
H 29.35420 15.30765 12.19078
H 27.67928 14.01564 10.03691
H 28.74256 15.51352 9.86142
H 25.69203 15.46256 9.38277
H 26.96410 16.70436 9.15387
H 24.56227 17.37840 9.64226
H 25.63016 18.20142 10.80692
H 22.79841 16.13842 12.30353
H 22.91383 15.93486 10.61662
H 22.82250 17.62803 11.40424
C 20.64628 16.77107 17.47564
O 20.36943 17.18886 18.79266
C 19.84854 16.22215 19.65527
C 20.86794 15.48621 20.52954
O 21.90321 14.86148 19.77544
C 21.56500 13.55987 19.31476
C 21.74933 12.56748 20.51882
O 20.52401 12.18285 21.09256
C 20.62260 11.28602 22.16018
H 21.44865 15.99292 17.44290
H 20.96235 17.56507 16.84885
H 19.75604 16.31311 17.01652
H 19.21841 15.48595 19.10593
H 19.14518 16.78558 20.26199
H 20.40209 14.75807 21.20679
H 21.35679 16.27622 21.20896
H 22.28593 13.32031 18.51697
H 20.56873 13.50305 18.91305
H 22.39592 13.12032 21.21446
H 22.28118 11.71578 20.26974
H 21.53499 10.66705 22.16125
H 19.79604 10.53288 22.15421
H 20.61091 11.93026 23.06126
C 18.72190 15.13080 13.08095
O 19.51315 16.15000 12.53266
C 18.92506 17.44421 12.45084
C 19.81586 18.36533 11.65762
O 19.73953 18.17153 10.30123
C 20.72688 19.00640 9.54874
C 20.27480 18.94063 8.07325
O 20.68963 17.70975 7.58508
C 19.57460 16.86751 7.12184
H 17.66675 15.18790 12.74723
H 18.63704 15.10542 14.17071
H 19.14577 14.20274 12.72373
H 18.83981 17.83518 13.51796
H 17.89655 17.43484 12.10678
H 20.83198 18.25190 12.02529
H 19.45359 19.30720 11.96056
H 21.74866 18.60331 9.69021
H 20.65971 20.03184 9.81269
H 20.63991 19.84528 7.51124
H 19.20577 18.93184 8.10993
H 19.99939 15.86097 7.07966
H 19.11243 17.18626 6.18194
H 18.83196 16.83609 7.89238

Calculated values
* HOMO level: -8.6 eV
* frontier orbital gap: 8.3 eV
* spin multiplicity: 1

# 4
Here is a molecular structure, C20H41CaNO5PS at a distorted geometry from the OMol25 dataset. Energies are from ωB97M-V/def2-TZVPD.

Atoms and positions in Å:
C -2.11448 -2.38989 0.47913
C -2.35639 -1.94677 -0.96880
C -1.81222 -0.52631 -1.16791
C -0.58019 -0.44466 -2.08256
C 0.52994 -1.48669 -1.88845
C 1.86716 -0.90253 -1.44082
P 1.93637 -0.76661 0.52687
C 3.82682 -0.91670 0.48918
C 4.56481 -0.38101 1.72378
C 4.45249 1.11317 1.85991
C 3.53634 1.69598 2.73054
C 3.41664 3.07260 2.81956
C 4.21325 3.89133 2.03778
C 5.14081 3.32386 1.17322
C 5.25772 1.94465 1.08485
H -1.05826 -2.59798 0.64459
H -2.69402 -3.26272 0.76241
H -2.37746 -1.56617 1.14246
H -3.41227 -2.02538 -1.20688
H -1.83097 -2.66531 -1.59812
H -2.59723 0.06434 -1.64819
H -1.61107 -0.02838 -0.22361
H -0.11387 0.51930 -1.84393
H -0.91614 -0.38320 -3.12482
H 0.22597 -2.24342 -1.16779
H 0.70068 -2.00796 -2.82954
H 2.04546 0.15927 -1.60172
H 2.68464 -1.49893 -1.83378
H 1.74719 -2.22402 0.59460
H 1.88938 -0.66084 1.96990
H 2.02897 0.76363 0.33797
H 0.47128 -0.60599 0.48064
H 4.18306 -0.31471 -0.35614
H 4.12306 -1.94368 0.27126
H 4.16102 -0.85442 2.61767
H 5.62006 -0.62846 1.61192
H 2.91828 1.04663 3.33309
H 2.68767 3.50056 3.49211
H 4.11318 4.96476 2.11864
H 5.77826 3.94081 0.55358
H 5.97505 1.51384 0.39855
Ca 1.01267 1.73244 -2.44437
C 4.21055 6.25920 -0.97348
C 5.33758 5.77188 -1.86070
O 4.84139 4.49725 -2.35763
S 3.29490 4.57610 -2.54298
O 2.92146 4.78337 -3.89283
O 2.72377 3.42746 -1.87546
O 3.01114 5.85771 -1.69535
H 4.20707 5.75925 -0.00806
H 4.20443 7.33510 -0.83492
H 6.26695 5.61313 -1.32432
H 5.50951 6.42666 -2.71408
C -5.81445 -2.06369 0.80466
C -6.30267 -3.03483 -0.26349
C -7.67081 -3.65880 0.03744
O -7.65668 -4.66335 1.02663
C -7.67339 -4.20907 2.36686
N -5.26386 -4.05499 -0.46301
H -5.42668 -2.59897 1.67156
H -5.00093 -1.45067 0.41664
H -6.60579 -1.39626 1.15002
H -6.41717 -2.47668 -1.19857
H -8.02211 -4.15355 -0.87156
H -8.40797 -2.88434 0.28964
H -8.27145 -3.29867 2.47062
H -6.66588 -4.02516 2.74839
H -8.12494 -4.99502 2.96971
H -5.53126 -4.64456 -1.24605
H -5.30639 -4.67297 0.34354

Calculated values
* HOMO level: -9.6 eV
* frontier orbital gap: 4.7 eV
* charge: +1
* spin multiplicity: 1

M values, unit g mol⁻¹, following the record order: 532.3, 669.6, 2000.4, 478.7.